One molecule with the formula C5H10N2, computed with the ωB97M-V functional and the def2-TZVPD basis.

Calculated values
* ΔE to the lowest compared entry with this formula, charge and spin: 3.6441 eV
* frontier orbital gap: 7.94 eV

Last column: Mulliken charge in e.
CARTESIAN COORDINATES (ANGSTROEM)
C -1.62 -1.52 0.65  -1.31
C 0.36 0.00 0.46  0.86
C 0.11 0.31 -1.24  -0.34
N 1.56 0.55 0.95  -0.62
N 1.18 0.84 -1.91  -0.38
C -0.32 -0.98 1.12  -0.42
C -0.60 1.19 -0.39  -0.52
H 2.21 0.77 0.21  0.26
H 2.00 -0.03 1.65  0.22
H 1.23 1.84 -2.10  0.21
H 1.62 0.26 -2.60  0.22
H 0.12 -1.39 2.02  0.31
H -1.61 0.93 -0.08  0.16
H -0.33 2.25 -0.29  0.35
H -2.48 -0.90 0.94  0.28
H -1.63 -1.56 -0.45  0.34
H -1.80 -2.53 1.04  0.37

***

C30H50I2N7O7P2SbSi3Ti as an isolated structure, computed with the ωB97M-V functional and the def2-TZVPD basis.

Calculated values
* ΔE to the lowest compared entry with this formula, charge and spin: 0.6007 eV
* frontier orbital gap: 5.34 eV

Last column: Mulliken charge in e.
CARTESIAN COORDINATES (ANGSTROEM)
Ti 1.12 -0.11 -0.65  -0.31
C 0.52 -0.13 3.86  -1.57
Sb -0.58 0.89 2.32  0.25
C 0.89 1.42 0.67  3.28
C 1.98 2.08 1.49  -1.11
C 3.15 2.64 0.96  -0.91
C 4.02 3.31 1.79  -0.87
C 3.73 3.43 3.14  -0.81
C 2.54 2.87 3.59  -0.42
N 1.70 2.24 2.78  -0.12
Si 0.11 3.06 -0.10  1.01
C 1.41 4.07 -1.02  -1.09
C -1.36 2.89 -1.24  -0.73
C -0.41 4.22 1.28  -1.24
C -2.07 -0.68 1.55  1.53
C -2.17 -0.73 0.06  -1.99
C -3.34 -1.29 -0.50  -0.22
C -3.62 -1.21 -1.84  -1.70
C -2.71 -0.56 -2.66  -1.65
C -1.54 -0.13 -2.09  -0.55
N -1.23 -0.22 -0.78  2.08
Si -3.63 0.32 2.17  0.72
C -3.48 0.45 4.04  -1.08
C -5.38 -0.28 1.80  -1.33
C -3.73 2.01 1.35  -0.93
Si -2.20 -2.51 2.23  0.73
C -1.77 -3.75 0.89  -0.83
C -1.27 -2.95 3.79  -1.41
C -3.96 -2.99 2.73  -1.43
H 0.41 0.55 4.71  0.51
H 1.58 -0.21 3.65  0.61
H 0.12 -1.10 4.13  0.32
H 3.37 2.53 -0.09  0.50
H 4.93 3.73 1.39  0.50
H 4.39 3.93 3.83  0.45
H 2.25 2.94 4.63  0.43
H 2.11 3.50 -1.62  -0.08
H 1.97 4.68 -0.31  0.45
H 0.87 4.73 -1.70  0.39
H -1.08 2.53 -2.23  0.25
H -1.75 3.90 -1.37  0.63
H -2.17 2.27 -0.85  -0.19
H 0.41 4.40 1.98  0.33
H -1.28 3.91 1.85  0.21
H -0.64 5.18 0.80  0.43
H -4.03 -1.78 0.17  0.74
H -4.53 -1.63 -2.23  0.50
H -2.87 -0.42 -3.72  0.52
H -0.79 0.31 -2.73  0.12
H -3.19 -0.51 4.50  0.28
H -4.46 0.72 4.46  0.51
H -2.76 1.20 4.36  0.31
H -5.69 -1.22 2.24  0.44
H -5.60 -0.29 0.73  0.32
H -6.01 0.51 2.23  0.48
H -2.83 2.62 1.39  -0.10
H -4.54 2.55 1.84  0.53
H -4.02 1.88 0.30  0.29
H -0.90 -4.34 1.18  0.36
H -1.59 -3.33 -0.10  -0.08
H -2.60 -4.45 0.79  0.61
H -0.18 -3.00 3.75  0.16
H -1.61 -3.97 4.01  0.47
H -1.55 -2.33 4.64  0.42
H -4.68 -3.01 1.91  0.43
H -4.38 -2.41 3.55  0.35
H -3.85 -4.02 3.08  0.43
N 1.92 -3.52 1.63  0.94
C 1.51 -2.27 1.61  -1.31
N 1.04 -1.99 0.38  1.28
C 1.22 -3.17 -0.29  0.43
N 1.74 -4.12 0.44  -1.01
C 0.83 -3.30 -1.68  -0.48
C 0.89 -4.51 -2.36  -0.77
N 0.53 -4.61 -3.63  -0.64
C 0.13 -3.49 -4.22  -0.84
C 0.08 -2.27 -3.55  -0.42
N 0.43 -2.17 -2.27  1.19
H 2.30 -3.95 2.50  0.01
H 1.60 -1.62 2.45  0.19
H 1.22 -5.41 -1.85  0.55
H -0.15 -3.55 -5.26  0.45
H -0.20 -1.37 -4.07  0.35
C 4.14 2.06 -3.22  -1.59
C 3.31 1.13 -4.10  1.22
O 3.44 1.59 -5.45  -0.69
P 3.89 -0.63 -3.99  0.04
O 5.34 -0.59 -3.35  -0.59
O 4.17 -1.05 -5.49  -0.58
O 2.92 -1.49 -3.31  -0.19
P 1.53 1.23 -3.71  0.96
O 1.21 2.80 -3.82  -0.44
O 0.73 0.46 -4.68  -0.98
O 1.32 0.97 -2.18  0.28
H 5.17 2.06 -3.56  0.50
H 4.12 1.72 -2.19  0.02
H 3.74 3.07 -3.29  0.40
H 2.80 1.10 -5.99  0.48
H 5.30 -0.73 -2.39  0.28
H 4.81 -0.49 -5.95  0.38
H 0.89 3.02 -4.70  0.42
I 3.75 -0.43 -0.04  -0.27
I 2.76 -3.41 4.80  -0.70

***

A 3-piece molecular cluster, C26H56BrN8O6P2S2 overall at a distorted geometry, computed with the ωB97M-V functional and the def2-TZVPD basis.

Calculated values
* ΔE to the lowest compared entry with this formula, charge and spin: 14.5930 eV
* frontier orbital gap: 3.51 eV
* charge: +1

Last column: Mulliken charge in e.
CARTESIAN COORDINATES (ANGSTROEM)
C -9.03 -2.32 3.76  -0.90
C -10.46 -2.95 3.17  -0.12
Br -10.51 -4.87 3.81  -0.11
C -10.53 -2.94 1.53  -0.82
C -9.44 -1.86 0.92  0.45
C -8.01 -2.40 0.32  -0.45
C -7.06 -1.13 -0.23  0.15
N -7.66 0.23 -0.08  0.49
S -6.56 1.53 -0.63  0.06
C -4.87 1.12 0.07  -0.06
C -3.85 2.40 0.21  0.21
O -4.17 3.56 0.79  -0.48
O -2.46 2.21 -0.30  -0.27
C -1.51 2.27 0.85  -0.42
C -0.26 1.20 0.73  0.40
C 1.13 1.93 1.28  -1.16
O 0.02 0.75 -0.65  -0.31
C 0.39 -0.69 -0.63  0.23
O 1.43 -1.22 0.01  -0.48
C -0.65 -1.71 -1.45  -0.32
S -2.29 -1.65 -0.53  -0.19
N -8.85 0.70 0.37  -0.69
C -9.83 -0.27 0.91  -0.17
H -8.96 -2.64 4.90  0.39
H -8.13 -2.83 3.20  0.24
H -9.01 -1.15 3.69  0.27
H -11.39 -2.35 3.58  0.36
H -11.62 -2.75 1.14  0.34
H -10.21 -4.00 1.07  0.38
H -7.66 -3.52 0.30  0.35
H -5.98 -1.32 -0.69  0.28
H -4.36 0.36 -0.70  0.00
H -5.04 0.54 1.10  0.42
H -2.07 2.05 1.88  0.31
H -1.09 3.38 0.88  0.23
H -0.39 0.23 1.38  0.35
H 1.97 1.13 1.49  0.24
H 0.90 2.47 2.29  0.35
H 1.56 2.72 0.51  0.30
H -0.81 -1.22 -2.50  0.39
H -0.27 -2.82 -1.48  0.21
H -3.25 -1.37 -1.56  0.14
H -10.89 0.08 1.33  0.36
O 3.19 4.69 -0.50  -0.76
P 3.90 5.80 -1.30  0.83
N 2.62 6.88 -1.06  0.30
C 1.65 7.35 -2.02  -1.10
C 2.31 7.29 0.30  -1.22
N 3.72 4.98 -2.80  0.20
C 3.02 5.47 -3.97  -1.04
C 3.64 3.52 -2.77  -1.04
N 4.73 7.08 -2.23  -0.13
C 6.09 6.64 -2.62  -1.10
C 4.91 8.38 -1.57  -1.01
H 2.11 7.74 -2.92  0.35
H 1.07 8.20 -1.63  0.48
H 0.93 6.57 -2.27  0.20
H 2.88 8.18 0.57  0.29
H 2.56 6.51 1.03  0.34
H 1.24 7.50 0.45  0.46
H 1.93 5.35 -3.87  0.29
H 3.32 4.91 -4.87  0.38
H 3.25 6.51 -4.21  0.29
H 2.63 3.18 -2.50  0.31
H 4.36 3.10 -2.05  0.29
H 3.90 3.08 -3.74  0.32
H 6.71 6.48 -1.74  0.36
H 6.57 7.38 -3.27  0.41
H 6.07 5.70 -3.19  0.31
H 5.35 8.26 -0.57  0.36
H 3.96 8.92 -1.47  0.27
H 5.55 9.04 -2.16  0.37
O 2.05 -7.12 0.02  -0.78
P 2.77 -5.98 0.79  0.87
N 3.51 -5.42 -0.63  0.21
C 4.89 -5.52 -1.03  -1.12
C 2.65 -4.93 -1.70  -1.20
N 3.82 -7.07 1.62  0.19
C 5.27 -7.09 1.55  -1.08
C 3.33 -8.43 1.87  -1.00
N 3.61 -4.68 1.66  -0.02
C 3.18 -4.65 3.08  -1.08
C 3.42 -3.31 1.16  -1.27
H 5.57 -5.16 -0.25  0.34
H 5.12 -4.89 -1.90  0.47
H 5.15 -6.55 -1.30  0.26
H 2.48 -3.86 -1.58  0.30
H 1.67 -5.42 -1.71  0.35
H 3.08 -5.10 -2.70  0.48
H 5.62 -7.57 0.64  0.30
H 5.69 -7.65 2.40  0.39
H 5.71 -6.10 1.64  0.29
H 3.43 -9.06 0.97  0.30
H 2.28 -8.41 2.17  0.30
H 3.87 -8.91 2.69  0.32
H 2.12 -4.41 3.16  0.35
H 3.76 -3.91 3.65  0.39
H 3.34 -5.61 3.58  0.33
H 2.36 -3.07 1.03  0.54
H 3.94 -3.14 0.22  0.22
H 3.85 -2.57 1.85  0.41

***

C42H39HgN5O2PSSe as an isolated structure, computed with the ωB97M-V functional and the def2-TZVPD basis.

Calculated values
* 2S+1: 2
* ΔE to the lowest compared entry with this formula, charge and spin: 0.3906 eV
* frontier orbital gap (spin up / spin down): 4.41 / 4.91 eV
* charge: -2

Last column: Löwdin spin population.
CARTESIAN COORDINATES (ANGSTROEM)
Hg 0.39 -0.93 -0.37  0.00
C -4.79 -4.47 4.65  0.00
C -4.22 -5.26 3.67  0.00
C -3.26 -4.73 2.82  0.00
C -2.86 -3.40 2.92  0.00
C -3.44 -2.62 3.92  0.00
C -4.39 -3.14 4.78  0.00
P -1.60 -2.84 1.69  0.00
C -0.84 -1.39 2.51  0.00
C 0.46 -1.52 2.98  0.00
C 1.11 -0.46 3.59  0.00
C 0.45 0.75 3.75  0.00
C -0.85 0.90 3.27  0.00
C -1.48 -0.15 2.64  0.00
C -2.63 -2.04 0.40  0.00
C -4.00 -2.27 0.28  0.00
C -4.69 -1.83 -0.85  0.00
C -3.99 -1.20 -1.86  0.00
C -2.62 -0.96 -1.71  0.00
C -1.90 -1.33 -0.57  0.00
H -5.54 -4.88 5.33  0.00
H -4.52 -6.30 3.57  0.00
H -2.80 -5.36 2.07  0.00
H -3.13 -1.58 4.03  0.00
H -4.83 -2.52 5.55  0.00
H 1.00 -2.45 2.82  0.00
H 2.14 -0.57 3.90  0.00
H 0.96 1.59 4.20  0.00
H -1.35 1.86 3.35  0.00
H -2.47 -0.01 2.21  0.00
H -4.54 -2.81 1.05  0.00
H -5.76 -2.02 -0.94  0.00
H -4.50 -0.89 -2.77  0.00
H -2.09 -0.47 -2.53  0.00
N -1.45 1.94 -1.21  0.00
C -1.42 2.65 -0.03  0.00
C -2.61 3.22 0.45  0.00
C -2.62 4.06 1.54  0.00
C -1.43 4.35 2.20  0.00
C -0.26 3.75 1.75  0.00
C -0.22 2.89 0.65  0.00
C 1.13 2.33 0.28  0.00
C 2.13 3.31 0.18  0.00
C 3.46 2.97 0.04  0.00
C 3.82 1.64 0.09  0.00
C 2.83 0.66 0.20  0.01
C 1.45 0.95 0.18  0.00
H -2.29 1.40 -1.35  0.00
H -0.64 1.34 -1.34  0.00
H -3.53 3.01 -0.09  0.00
H -3.55 4.49 1.89  0.00
H -1.41 5.00 3.07  0.00
H 0.67 3.93 2.28  0.00
H 1.84 4.35 0.23  0.00
H 4.22 3.75 -0.06  0.00
H 4.86 1.33 0.08  0.00
H 3.35 -0.91 1.40  0.00
S 0.93 0.51 -3.71  0.00
C 0.41 2.09 -3.75  0.00
N -0.73 2.44 -4.42  0.00
C -1.42 3.70 -4.19  0.00
C -0.39 4.80 -4.01  0.00
C 0.56 4.41 -2.89  0.00
N 1.09 3.08 -3.15  0.00
H -1.27 1.64 -4.69  0.00
H -2.04 3.63 -3.29  0.00
H -2.06 3.90 -5.05  0.00
H -0.88 5.74 -3.77  0.00
H 0.17 4.93 -4.94  0.00
H 0.03 4.43 -1.93  0.00
H 1.39 5.11 -2.82  0.00
H 1.82 2.75 -2.53  0.00
C 1.15 -4.28 -3.01  0.00
O 0.85 -3.01 -2.44  0.00
C 1.09 -2.89 -1.07  0.00
O 1.55 -3.82 -0.47  0.00
H 0.52 -4.38 -3.90  0.00
H 0.95 -5.09 -2.31  0.00
H 2.20 -4.32 -3.31  0.00
Se 4.78 -1.58 2.97  0.33
N 3.26 -0.69 0.40  0.05
C 4.31 -1.21 -0.36  0.07
C 4.23 -1.07 -1.75  -0.01
C 5.19 -1.58 -2.60  0.09
C 6.27 -2.28 -2.06  -0.01
C 6.37 -2.42 -0.70  0.07
C 5.43 -1.89 0.22  0.00
N 5.78 -2.07 1.53  0.39
H 3.37 -0.55 -2.15  0.00
H 5.08 -1.46 -3.67  0.01
H 7.03 -2.71 -2.71  0.00
H 7.21 -2.94 -0.25  0.00

***

Question: Among the records above, which one has the highest ΔE to the lowest compared entry with this formula, charge and spin?
Answer: C26H56BrN8O6P2S2

***

Question: Which of these has the highest ΔE to the lowest compared entry with this formula, charge and spin?
Answer: C26H56BrN8O6P2S2